1.
123
Properties=species:S:1:pos:R:3:forces:R:3 method="wB97M-V/def2-TZVPD" gap_ev=11.1084 smiles="FC(F)(F)C(F)(F)C(F)(F)C(F)(F)C(F)(F)C(F)(F)C(F)(F)C(F)(F)CCB1OBOBO1.COC(=O)OC.COC(=O)OC.COC(=O)OC.COC(=O)OC.COC(=O)OC.COC(=O)OC.COC(=O)OC" charge=0 lumo_energy_ev=0.323 homo_energy_ev=-10.7852 de_lowest_ev=0.000 molar_mass_g_mol=1160.10
F -1.2317 1.8639 4.4262 -0.1 0.0 -0.1
C -0.7097 1.5595 3.2438 0.4 -0.2 0.0
F -0.8365 2.5893 2.4183 -0.1 0.0 0.0
F 0.5953 1.3148 3.4123 -0.2 0.1 -0.1
C -1.3358 0.2699 2.6326 -0.1 0.1 0.0
F -0.9254 -0.7811 3.3610 -0.1 0.1 -0.1
F -0.8297 0.1738 1.3914 -0.1 -0.1 -0.1
C -2.8963 0.2934 2.6101 -0.1 0.1 0.5
F -3.3040 1.4999 2.1742 0.1 -0.3 -0.1
F -3.2730 0.1885 3.9092 0.1 0.1 -0.4
C -3.5809 -0.9130 1.8255 0.0 -0.2 0.1
F -4.3140 -1.5737 2.7405 0.2 0.1 -0.2
F -2.6139 -1.7583 1.4025 -0.1 0.2 -0.1
C -4.5589 -0.6298 0.6087 -0.2 -0.3 0.0
F -5.5421 -1.5557 0.7354 0.2 0.3 -0.2
F -5.1315 0.5834 0.7144 0.1 -0.2 0.0
C -4.0812 -0.8205 -0.8903 -0.4 0.1 -0.1
F -5.2117 -0.5483 -1.5893 0.2 -0.2 0.1
F -3.7756 -2.1098 -1.1167 0.0 0.3 0.2
C -2.9650 0.1357 -1.4480 -0.1 0.1 -0.4
F -3.4525 0.7538 -2.5521 0.2 -0.1 0.4
F -2.7450 1.1034 -0.5240 0.1 -0.3 0.1
C -1.6229 -0.5217 -1.8965 0.0 -0.2 -0.3
F -1.2640 -1.4900 -1.0123 -0.1 0.5 0.2
F -1.8971 -1.1762 -3.0765 0.0 0.1 0.4
C -0.5034 0.4771 -2.1244 0.2 -0.3 0.0
C 0.8798 -0.1749 -1.9896 -0.1 0.4 0.5
B 2.0251 0.7629 -2.4922 0.0 0.7 0.2
O 3.3070 0.7011 -1.9709 -0.1 -0.6 -0.5
B 4.3486 0.9577 -2.8408 0.4 0.5 0.2
O 4.1057 1.5283 -4.0773 -0.2 -0.7 -0.1
B 2.7941 1.5032 -4.4979 0.0 0.7 0.2
O 1.8121 1.6710 -3.5313 -0.1 -1.1 -0.4
H -0.5679 1.2921 -1.4076 -0.2 0.1 0.0
H -0.6326 0.8862 -3.1244 -0.1 0.1 0.0
H 0.9246 -1.1345 -2.5125 0.1 0.0 -0.1
H 1.0812 -0.4012 -0.9405 0.0 -0.2 0.0
H 5.4596 0.6704 -2.5413 0.0 0.1 0.1
H 2.4826 1.2447 -5.6156 0.1 0.3 -0.1
C -1.9242 2.1828 7.3967 -0.2 0.0 0.1
O -1.5439 2.8924 8.5805 0.0 -0.1 0.0
C -0.2291 2.9207 8.7866 0.0 0.0 0.0
O 0.6052 2.4214 8.0770 0.1 0.0 -0.1
O 0.0059 3.5967 9.9081 0.0 0.0 0.0
C 1.3907 3.7058 10.2496 0.1 0.1 0.1
H -3.0077 2.2363 7.3453 0.0 0.0 0.1
H -1.4908 2.6591 6.5271 0.1 0.0 -0.1
H -1.6090 1.1429 7.4581 0.1 0.0 -0.1
H 1.9373 4.2326 9.4702 0.0 0.0 0.0
H 1.8262 2.7209 10.4043 0.0 0.0 -0.1
H 1.4246 4.2744 11.1737 -0.1 0.0 0.0
C -0.9625 -4.3908 -1.8262 -0.2 -0.1 -0.1
O -0.4809 -5.6917 -1.4661 0.0 0.0 -0.1
C 0.7582 -5.6877 -0.9816 0.0 0.0 0.0
O 1.4584 -4.7187 -0.8448 0.1 0.1 0.0
O 1.0931 -6.9394 -0.6747 0.0 -0.1 0.0
C 2.4110 -7.0843 -0.1370 0.2 -0.1 0.1
H -1.9679 -4.5347 -2.2111 0.0 -0.1 0.0
H -0.9915 -3.7495 -0.9551 0.1 0.1 0.1
H -0.3334 -3.9538 -2.5995 0.0 0.1 0.1
H 2.5157 -6.5244 0.7899 0.0 0.1 0.0
H 3.1610 -6.7544 -0.8529 0.0 0.1 0.0
H 2.5420 -8.1432 0.0634 0.0 0.0 0.0
C 7.5146 1.4650 2.9453 0.1 0.0 -0.1
O 6.1329 1.8291 2.9591 0.0 0.0 0.0
C 5.4328 1.2789 3.9520 0.0 0.0 -0.1
O 5.8704 0.5382 4.7920 0.0 -0.1 0.1
O 4.1727 1.6887 3.8475 -0.1 0.0 0.0
C 3.2927 1.1723 4.8525 0.0 0.0 0.2
H 7.9498 1.9806 2.0946 -0.1 0.0 0.0
H 8.0054 1.7842 3.8626 0.0 0.0 0.0
H 7.6270 0.3896 2.8229 0.0 0.0 0.1
H 3.6112 1.4846 5.8448 0.1 -0.1 0.0
H 3.2508 0.0857 4.8027 0.1 0.0 0.0
H 2.3163 1.5845 4.6411 0.1 0.1 0.0
C 1.1730 -10.7374 0.1924 -0.2 0.1 -0.1
O 1.6504 -12.0333 0.5600 0.0 0.0 0.0
C 2.8915 -12.0288 1.0413 0.0 -0.1 0.0
O 3.5907 -11.0580 1.1723 0.1 0.1 0.0
O 3.2266 -13.2784 1.3509 0.0 0.0 0.0
C 4.5467 -13.4186 1.8834 0.1 -0.1 0.0
H 0.1638 -10.8735 -0.1831 0.0 -0.1 0.0
H 1.1537 -10.0767 1.0570 0.1 0.0 0.0
H 1.7971 -10.3100 -0.5898 0.0 0.0 0.0
H 4.6504 -12.8505 2.8054 0.0 0.1 0.0
H 5.2889 -13.0870 1.1603 0.0 0.1 0.0
H 4.6744 -14.4775 2.0852 -0.1 0.0 0.0
C 6.8943 1.7608 -7.0432 0.0 0.1 0.0
O 6.6122 0.6706 -6.1635 0.0 0.0 0.0
C 7.0800 -0.5046 -6.5739 0.0 0.0 0.1
O 7.6968 -0.7068 -7.5860 0.0 0.0 -0.1
O 6.7448 -1.4236 -5.6682 0.0 0.0 0.0
C 7.1886 -2.7461 -5.9829 0.0 -0.1 0.1
H 6.4537 2.6368 -6.5770 0.0 0.0 0.0
H 7.9682 1.8993 -7.1514 0.0 0.0 0.0
H 6.4425 1.5938 -8.0189 0.0 0.0 0.0
H 8.2740 -2.7810 -6.0489 0.0 0.0 -0.1
H 6.7517 -3.0846 -6.9202 0.0 0.0 0.0
H 6.8476 -3.3760 -5.1671 0.0 0.0 0.0
C -7.1602 6.0807 -4.5559 0.0 0.3 -0.1
O -7.3687 5.1212 -3.5161 0.0 0.1 0.0
C -6.9680 3.8877 -3.8217 0.0 0.0 0.1
O -6.4679 3.5463 -4.8599 0.0 0.0 -0.1
O -7.2148 3.1011 -2.7764 0.0 0.0 0.0
C -6.8276 1.7358 -2.9644 0.0 -0.1 0.1
H -7.5189 7.0323 -4.1747 0.0 -0.1 0.1
H -6.1016 6.1677 -4.7921 0.0 -0.1 -0.1
H -7.7204 5.8133 -5.4495 0.1 -0.1 0.0
H -5.7582 1.6619 -3.1425 0.0 0.0 -0.1
H -7.3731 1.2937 -3.7958 0.0 0.0 0.0
H -7.0819 1.2213 -2.0435 0.0 0.1 0.0
C -6.8114 7.4746 -0.4825 -0.1 -0.3 0.1
O -6.5812 8.5350 -1.4148 -0.1 0.0 0.0
C -5.6685 9.4201 -1.0201 0.0 0.0 -0.1
O -5.0553 9.3896 0.0132 0.0 0.0 0.1
O -5.5506 10.3471 -1.9700 0.0 0.0 0.0
C -4.5954 11.3698 -1.6754 0.0 0.1 -0.1
H -7.5622 6.8276 -0.9264 0.0 0.1 -0.1
H -5.9006 6.9021 -0.3198 0.0 0.1 0.1
H -7.1803 7.8641 0.4641 0.1 0.1 0.0
H -3.6015 10.9434 -1.5559 0.0 0.0 0.1
H -4.8761 11.9081 -0.7725 0.0 0.0 0.0
H -4.6089 12.0433 -2.5266 0.0 0.0 0.0



2.
96
Properties=species:S:1:pos:R:3:forces:R:3 method="wB97M-V/def2-TZVPD" gap_ev=7.6515 charge=0 lumo_energy_ev=-0.228 homo_energy_ev=-7.8793 de_lowest_ev=0.000 molar_mass_g_mol=944.86
Sc 0.4555 -0.0591 -0.0717 0.0 0.1 0.0
C -4.2306 -2.1550 2.5151 0.1 0.1 -0.1
C -3.5784 -1.0775 1.7080 -0.1 0.0 0.0
C -4.1261 0.0989 1.2479 0.0 0.1 0.0
C -3.0912 0.7607 0.5767 -0.2 -0.2 0.0
N -1.9720 0.0236 0.6113 0.1 0.0 0.0
N -2.2969 -1.1027 1.3163 0.0 -0.1 0.0
B -1.2815 -2.2029 1.6100 0.1 0.1 -0.1
N -0.7982 -2.7792 0.2505 -0.1 -0.2 0.1
N -0.3906 -1.9875 -0.7819 0.1 0.5 0.5
C -0.1998 -2.7637 -1.8426 0.1 -0.2 -0.2
C -0.4679 -4.0895 -1.4934 0.0 -0.1 0.1
C -0.8467 -4.0529 -0.1568 0.1 -0.1 -0.2
C -1.2415 -5.2006 0.7132 0.0 0.1 0.0
C 0.1733 -2.2230 -3.1969 0.1 0.0 -0.1
C 1.5383 -2.7901 -3.6095 0.0 0.0 -0.1
C -0.8974 -2.6727 -4.2024 -0.1 0.0 0.0
C 0.2302 -0.6957 -3.1766 -0.1 -0.1 0.1
N -0.1517 -1.5839 2.4699 -0.1 -0.1 0.1
N 0.5039 -0.4435 2.1147 -0.2 -0.2 -0.8
C 1.3392 -0.1309 3.0981 0.2 0.0 0.2
C 1.2297 -1.0822 4.1140 0.0 -0.1 0.0
C 0.2737 -1.9854 3.6729 0.2 0.0 0.1
C -0.2229 -3.2134 4.3617 0.0 0.0 -0.1
C 2.2173 1.0876 3.0608 0.1 0.1 0.0
C 1.9165 1.9380 1.8255 -0.1 -0.1 0.1
C 3.6855 0.6390 3.0252 0.0 0.0 0.0
C 1.9574 1.9204 4.3230 -0.1 0.0 0.0
C -3.1884 2.1031 -0.0875 0.0 0.1 0.0
C -2.2512 3.0588 0.6458 -0.1 0.0 0.1
C -4.6105 2.6566 0.0123 0.0 0.0 0.0
C -2.8180 1.9631 -1.5646 0.0 0.0 0.1
H -5.2617 -1.8708 2.7151 0.0 0.0 0.0
H -3.7225 -2.2996 3.4695 0.0 0.0 0.0
H -4.2295 -3.1086 1.9846 0.0 0.0 0.0
H -5.1388 0.4400 1.3914 0.1 0.0 0.0
H -1.7991 -3.0814 2.2284 0.1 0.0 0.0
H -0.4124 -4.9671 -2.1203 -0.1 0.1 0.0
H -1.3088 -6.1012 0.1059 0.0 0.0 0.0
H -2.2057 -5.0328 1.1924 0.0 0.0 0.0
H -0.4983 -5.3673 1.4973 0.0 0.0 0.0
H 1.5051 -3.8815 -3.6719 0.0 0.1 0.0
H 2.3065 -2.5017 -2.8885 0.0 0.0 0.0
H 1.8243 -2.4025 -4.5923 0.0 0.0 0.0
H -0.8945 -3.7582 -4.3268 0.0 0.1 0.0
H -0.7067 -2.2166 -5.1772 0.0 0.0 0.0
H -1.8924 -2.3693 -3.8660 0.0 0.0 -0.1
H 1.0847 -0.3439 -2.5866 0.0 0.0 -0.1
H -0.6953 -0.2642 -2.7803 0.0 0.0 -0.1
H 0.3617 -0.3077 -4.1877 0.0 0.1 0.1
H 1.7752 -1.1157 5.0446 -0.1 0.0 0.0
H 0.2995 -3.3305 5.3090 0.0 0.0 0.0
H -0.0529 -4.1044 3.7524 0.0 0.0 0.0
H -1.2940 -3.1549 4.5618 0.0 0.0 0.0
H 2.2669 1.4357 0.9134 0.1 0.0 0.0
H 2.4488 2.8886 1.8780 0.0 0.0 -0.1
H 0.8482 2.1686 1.7443 0.0 0.1 0.1
H 3.8600 -0.0148 2.1666 0.0 0.1 0.0
H 3.9508 0.0949 3.9365 0.0 0.0 0.0
H 4.3425 1.5093 2.9398 0.0 0.0 0.0
H 0.8982 2.1789 4.4016 0.1 0.0 0.0
H 2.5367 2.8455 4.2857 0.0 0.0 0.0
H 2.2418 1.3752 5.2260 0.0 0.0 -0.1
H -2.5780 3.1784 1.6829 0.0 0.0 0.0
H -2.2404 4.0385 0.1686 0.0 0.0 0.0
H -1.2340 2.6757 0.6570 0.1 0.0 0.0
H -4.9140 2.7864 1.0542 0.0 0.0 -0.1
H -5.3325 2.0033 -0.4853 0.0 0.0 0.0
H -4.6459 3.6343 -0.4735 0.0 0.0 0.0
H -1.8034 1.5839 -1.6823 0.0 0.0 0.0
H -2.8774 2.9291 -2.0706 0.1 0.0 0.0
H -3.5008 1.2686 -2.0618 0.0 0.0 0.0
Se 2.9891 -0.9104 -0.5572 -0.2 0.0 0.1
C 4.3033 0.0446 -1.5717 -0.2 0.0 0.1
C 4.3032 0.0490 -2.9589 0.1 0.0 0.0
C 5.3388 0.6892 -3.6227 0.1 0.0 0.1
N 6.3521 1.2993 -3.0070 -0.1 0.0 0.1
C 6.3405 1.2860 -1.6729 -0.1 -0.1 -0.1
C 5.3506 0.6764 -0.9152 0.1 0.0 -0.1
H 3.5062 -0.4220 -3.5201 0.0 0.0 0.0
H 5.3519 0.7199 -4.7078 0.0 0.0 0.0
H 7.1687 1.7898 -1.1824 0.0 0.0 0.0
H 5.3916 0.6960 0.1666 0.0 0.0 0.0
N 2.5286 -4.8137 0.2904 0.0 0.0 0.0
C 2.5030 -3.8581 1.2432 0.0 0.0 0.0
O 1.8272 -2.8499 1.1493 0.0 -0.3 0.2
C 3.2656 -4.0836 2.5343 0.1 0.0 -0.1
I 5.0655 -5.2217 2.3931 0.0 0.0 0.0
H 2.0498 -4.6081 -0.5736 0.0 0.0 0.0
H 3.2019 -5.5595 0.3080 0.0 0.0 0.0
H 2.6245 -4.6090 3.2375 0.0 0.0 0.0
H 3.5241 -3.1132 2.9428 0.0 0.0 0.0
Cl 0.6066 4.2901 -0.5321 -0.1 -0.1 0.0
Si 1.0186 2.4359 -1.4617 0.0 0.2 -0.1
Cl 0.0937 2.6738 -3.3436 0.0 0.0 0.0
Cl 3.0044 2.8362 -1.9651 -0.1 0.0 0.1